Entry 1:
{
  "formula": "C24H28O3PPt",
  "method": "wB97M-V/def2-TZVPD",
  "homo_ha": [-0.418, -0.418],
  "charge": 1,
  "gap_ev": [7.14, 7.14],
  "species": ["Pt", "P", "O", "O", "O", "C", "C", "C", "C", "C", "C", "C", "C", "C", "C", "C", "C", "C", "C", "C", "C", "C", "C", "C", "C", "C", "C", "C", "C", "H", "H", "H", "H", "H", "H", "H", "H", "H", "H", "H", "H", "H", "H", "H", "H", "H", "H", "H", "H", "H", "H", "H", "H", "H", "H", "H", "H"],
  "coordinates": [[0.387, -0.261, -1.404], [-0.906, -0.813, 0.784], [0.630, 0.560, -3.864], [2.295, -1.021, -0.055], [2.532, 0.835, -2.006], [-1.979, -1.659, 2.019], [1.308, 2.390, 2.016], [-3.982, 1.537, -0.716], [2.196, 1.983, -2.769], [2.058, 1.857, 3.053], [-1.553, 0.370, -1.447], [-2.551, -2.861, 1.614], [0.315, -0.254, -4.979], [1.884, 0.534, 3.426], [-3.229, 0.890, 0.254], [-2.047, 0.281, -0.129], [3.492, -0.273, -0.157], [0.386, 1.601, 1.347], [-3.118, -1.840, 4.121], [0.938, -0.246, 2.788], [-2.329, 1.011, -2.402], [2.541, -2.342, 0.392], [-3.550, 1.566, -2.034], [-3.674, -3.046, 3.720], [0.178, 0.285, 1.747], [1.689, 1.462, -4.110], [-2.265, -1.143, 3.279], [3.184, 1.085, -0.776], [-3.395, -3.556, 2.461], [2.506, 0.945, -4.629], [-4.167, 2.034, -2.787], [2.543, 1.667, -0.098], [-0.452, -0.955, -4.650], [1.334, 2.293, -4.733], [4.201, -0.821, -0.791], [-3.555, 0.859, 1.283], [1.446, 3.422, 1.732], [1.415, 2.573, -2.264], [-2.329, -3.244, 0.626], [1.194, -0.811, -5.319], [-2.008, 1.091, -3.431], [3.194, -2.875, -0.307], [-4.923, 1.995, -0.446], [-3.350, -1.437, 5.097], [3.011, -2.323, 1.381], [3.081, 2.615, -2.920], [-0.066, 0.354, -5.808], [3.932, -0.137, 0.840], [2.489, 0.112, 4.215], [1.580, -2.851, 0.458], [2.770, 2.476, 3.575], [-0.197, 2.014, 0.532], [0.788, -1.274, 3.086], [-1.832, -0.206, 3.600], [4.122, 1.631, -0.948], [-4.328, -3.588, 4.390], [-3.831, -4.492, 2.142]],
  "mulliken_charge": [0.6437, 0.2701, 0.0423, -0.0622, -0.3375, 0.3064, -0.6488, -0.6768, -0.6853, -0.5419, -0.3366, -0.3718, -0.9142, -0.8372, -0.4947, 0.6583, -0.6766, -0.6082, -0.7441, -0.6303, -0.2299, -0.9257, -0.6638, -0.4391, 0.7490, -0.5861, -0.0684, -0.4334, -0.7461, 0.4386, 0.4122, -0.0075, 0.2628, 0.3932, 0.5041, 0.5044, 0.4803, 0.2684, 0.3806, 0.3719, 0.4064, 0.3445, 0.3985, 0.4147, 0.3265, 0.4471, 0.3071, 0.4144, 0.4345, 0.2233, 0.4254, 0.4673, 0.5539, 0.4811, 0.5124, 0.4077, 0.4148]
}

Entry 2:
{
  "formula": "C24H30BF22O12",
  "method": "wB97M-V/def2-TZVPD",
  "e_above_lowest_kcal_mol": 0.0,
  "homo_ha": -0.312,
  "charge": -1,
  "gap_ev": 10.78,
  "species": ["F", "F", "F", "F", "F", "F", "F", "F", "F", "F", "F", "F", "F", "F", "F", "F", "F", "F", "F", "F", "F", "F", "O", "O", "O", "O", "O", "O", "O", "O", "O", "O", "O", "O", "C", "C", "C", "C", "C", "C", "C", "C", "C", "C", "C", "C", "C", "C", "C", "C", "C", "C", "C", "C", "C", "C", "C", "C", "B", "H", "H", "H", "H", "H", "H", "H", "H", "H", "H", "H", "H", "H", "H", "H", "H", "H", "H", "H", "H", "H", "H", "H", "H", "H", "H", "H", "H", "H", "H"],
  "coordinates": [[-2.948, -1.227, 2.059], [-0.942, -0.121, -1.115], [-4.077, -1.006, -1.579], [4.841, -3.445, 2.672], [-3.141, 0.319, -3.008], [5.043, 2.823, 4.497], [-1.446, -2.451, 3.054], [-5.454, 6.469, -0.109], [-0.425, -0.887, 0.969], [6.098, -3.944, -0.718], [1.193, 0.175, -0.285], [5.925, 4.747, 4.952], [-0.594, 1.376, 0.581], [5.364, -4.360, -2.706], [-6.476, 6.072, -1.971], [-4.998, -0.675, -3.505], [4.016, 4.196, 5.829], [5.228, -1.653, 3.815], [-4.967, 7.621, -1.876], [5.548, -1.666, 1.672], [-3.531, -2.671, 3.575], [6.783, -2.758, -2.385], [2.867, -0.848, 3.317], [2.694, -2.156, 1.463], [-3.765, 5.447, -2.986], [-1.894, -2.207, -3.078], [-2.011, -3.454, 0.520], [4.922, -1.176, -1.485], [-3.741, -4.374, 1.621], [-3.708, -2.702, -4.327], [-3.958, 4.514, -0.941], [3.405, -2.825, -1.619], [4.140, 5.939, 3.303], [3.280, 3.907, 2.925], [-3.851, -5.378, 0.625], [4.029, 4.768, 3.545], [-4.221, 5.387, -1.880], [-2.689, -2.425, 2.558], [-3.052, -3.866, -4.804], [-4.557, -4.870, -0.624], [-1.599, 3.862, -1.038], [-4.106, -4.778, -5.396], [-5.296, 6.404, -1.441], [3.285, -1.688, 2.384], [-3.821, -0.808, -2.877], [1.446, 0.747, 4.336], [4.529, -2.420, -1.649], [-3.004, -1.991, -3.435], [4.477, 1.114, -1.087], [4.776, 4.115, 4.723], [1.563, -0.262, 3.188], [5.712, -3.386, -1.872], [-3.035, 3.456, -1.276], [2.479, 4.397, 1.811], [-2.765, -3.489, 1.432], [3.836, -0.223, -1.303], [1.667, 3.229, 1.323], [4.752, -2.113, 2.650], [-0.177, 0.138, 0.040], [1.901, 5.237, 2.187], [3.166, 4.710, 1.021], [0.768, -0.988, 3.340], [-3.667, -5.627, -5.918], [3.254, -0.538, -0.443], [2.324, 1.392, 4.378], [5.194, 1.052, -0.269], [-3.169, 3.128, -2.307], [0.519, 1.312, 4.246], [1.060, 3.507, 0.458], [3.719, 1.861, -0.851], [4.995, 1.491, -1.971], [-4.760, -5.151, -4.602], [1.338, 0.315, 2.295], [-4.447, -6.194, 1.025], [-5.541, -4.451, -0.406], [-0.980, 2.970, -0.999], [0.984, 2.844, 2.078], [-1.245, 4.487, -1.863], [2.272, 2.400, 0.957], [1.367, 0.233, 5.300], [-4.004, -4.048, -1.090], [-4.609, -5.665, -1.368], [-1.522, 4.470, -0.136], [-2.496, -4.392, -4.027], [-4.780, -4.247, -6.071], [-2.860, -5.737, 0.349], [-3.311, 2.603, -0.660], [-2.290, -3.627, -5.551], [3.171, -0.268, -2.162]],
  "mulliken_charge": [-0.1826, -0.3303, -0.2115, -0.2730, -0.1988, -0.2174, -0.2459, -0.2494, -0.3519, -0.2420, -0.0960, -0.2575, -0.4747, -0.2567, -0.2550, -0.2964, -0.2598, -0.2651, -0.2532, -0.2282, -0.2960, -0.2644, -0.2958, -0.4772, -0.5188, -0.4568, -0.4415, -0.2774, -0.3333, -0.2488, -0.3415, -0.5151, -0.5601, -0.0862, -0.3218, 0.2520, 0.3903, 0.9413, -0.1923, -0.7208, -0.8562, -1.1967, 0.8254, 0.4570, 0.9720, -1.6085, 0.4607, 0.2714, -1.3318, 0.8863, 0.9422, 0.7999, -0.1607, -0.4733, 0.3336, 0.5046, -0.4417, 0.7926, 0.3471, 0.3896, 0.3085, 0.0964, 0.3923, -0.2234, 0.2282, 0.3215, 0.3015, 0.4165, 0.3236, 0.3125, 0.3866, 0.2482, -0.3577, 0.3362, 0.3272, 0.0246, 0.1851, 0.3938, -0.1006, 0.4517, -0.0039, 0.3498, 0.3501, 0.3248, 0.3100, 0.3159, 0.3175, 0.3186, 0.3404]
}

Entry 3:
{
  "formula": "C5H14",
  "method": "wB97M-V/def2-TZVPD",
  "e_above_lowest_kcal_mol": 56.8,
  "homo_ha": -0.395,
  "smiles": "CCC.CC",
  "charge": 0,
  "gap_ev": 11.89,
  "species": ["C", "C", "C", "C", "C", "H", "H", "H", "H", "H", "H", "H", "H", "H", "H", "H", "H", "H", "H"],
  "coordinates": [[-0.579, -2.771, 0.037], [-1.617, -1.982, 0.806], [0.089, 0.802, -1.015], [1.319, 3.041, 0.072], [0.885, 1.566, 0.211], [-1.865, -1.112, 0.435], [0.147, 1.396, 0.966], [0.500, 3.653, -0.154], [0.845, 0.850, -1.887], [-0.978, -3.191, -0.824], [-2.448, -2.740, 0.699], [2.179, 3.103, -0.672], [1.810, 3.286, 1.043], [-1.594, -2.109, 1.865], [-0.681, 1.378, -1.326], [1.751, 0.794, 0.593], [-0.092, -3.448, 0.548], [0.043, -0.308, -0.849], [0.287, -2.206, -0.546]],
  "mulliken_charge": [-0.9353, -0.9038, -0.7149, -1.0273, -0.2924, 0.3524, 0.3072, 0.3427, 0.3304, 0.3225, 0.2773, 0.2616, 0.2880, 0.3168, 0.4189, 0.2457, 0.4234, -0.1557, 0.1426]
}

Entry 4:
{
  "formula": "C5H6O2S",
  "method": "wB97M-V/def2-TZVPD",
  "e_above_lowest_kcal_mol": 36.0,
  "homo_ha": -0.330,
  "smiles": "O=C1CCO[C@@H]1C=S",
  "charge": 0,
  "gap_ev": 8.50,
  "species": ["S", "O", "O", "C", "C", "C", "C", "C", "H", "H", "H", "H", "H", "H"],
  "coordinates": [[-2.685, 0.337, -0.587], [0.391, 2.310, 0.292], [0.260, -1.015, 0.757], [0.301, 1.127, 0.099], [1.157, 0.341, -0.905], [-1.904, -0.115, 0.716], [0.799, -1.054, -0.567], [-0.402, 0.137, 1.006], [-0.304, 0.507, 2.067], [0.830, 0.533, -1.940], [1.701, -1.722, -0.563], [2.176, 0.693, -0.648], [0.078, -1.390, -1.287], [-2.398, -0.688, 1.560]],
  "mulliken_charge": [-0.2206, -0.5388, -0.4043, 0.1049, -0.1737, -0.3130, -0.5450, 0.4107, 0.2833, 0.2620, 0.2933, 0.2383, 0.3121, 0.2908]
}